(1)
Density functional theory data (ωB97M-V/def2-TZVPD) for a gas-phase ion, C25H21Br2N2O2 (charge +1) at a distorted geometry.

Calculated values
Net charge: +1
Frontier orbital gap: 7.1 eV
SMILES: COc1ccc([C@H](c2ccc(Oc3ccccc3)cc2)[n+]2cc(Br)c(N)c(Br)c2)cc1

CARTESIAN COORDINATES (ANGSTROEM)
C: 5.59 3.77 -0.68
O: 5.47 2.42 -1.19
C: 4.29 1.75 -1.04
C: 4.26 0.40 -1.43
C: 3.12 -0.37 -1.21
C: 1.99 0.14 -0.58
C: 1.03 -1.04 -0.12
C: -0.46 -0.47 -0.07
C: -1.43 -1.35 -0.56
C: -2.80 -1.13 -0.39
C: -3.27 0.08 0.12
O: -4.65 0.25 0.25
C: -5.36 1.20 -0.51
C: -6.39 0.70 -1.32
C: -7.01 1.56 -2.22
C: -6.66 2.92 -2.24
C: -5.70 3.42 -1.36
C: -5.05 2.56 -0.46
C: -2.33 1.05 0.47
C: -0.95 0.76 0.39
N: 1.63 -2.16 0.79
C: 1.25 -2.14 2.08
C: 1.65 -3.08 3.05
Br: 1.09 -2.92 4.89
C: 2.50 -4.18 2.79
N: 2.91 -5.07 3.73
C: 2.86 -4.22 1.43
Br: 4.04 -5.69 0.96
C: 2.43 -3.25 0.49
C: 1.92 1.55 -0.53
C: 3.08 2.34 -0.64
H: 6.65 4.02 -0.83
H: 4.95 4.46 -1.26
H: 5.34 3.80 0.39
H: 5.16 -0.03 -1.86
H: 3.17 -1.42 -1.48
H: 1.00 -1.72 -1.07
H: -1.14 -2.31 -0.99
H: -3.53 -1.90 -0.63
H: -6.65 -0.35 -1.27
H: -7.77 1.18 -2.91
H: -7.14 3.60 -2.96
H: -5.44 4.48 -1.34
H: -4.33 2.93 0.26
H: -2.68 2.01 0.88
H: -0.29 1.52 0.83
H: 0.59 -1.35 2.43
H: 3.55 -5.84 3.50
H: 2.65 -5.00 4.69
H: 2.80 -3.45 -0.51
H: 1.01 2.15 -0.32
H: 3.06 3.42 -0.43

Results of the Mulliken charge analysis, in e, for atoms 1 through 2: C -0.808; O -0.433

***

(2)
Density functional theory data (ωB97M-V/def2-TZVPD) for a molecular structure, C5H12BrClFNO2P at a distorted geometry.

Calculated values
Net charge: -1
Frontier orbital gap: 5.7 eV

CARTESIAN COORDINATES (ANGSTROEM)
C: -1.33 -1.98 0.61
O: -0.27 -2.23 -0.39
C: 0.26 -0.97 -0.94
C: 0.95 0.03 0.16
N: 1.11 1.39 -0.49
C: 0.08 2.39 -0.01
C: -1.25 2.28 -0.97
F: -2.17 3.44 -0.67
P: 2.63 -0.77 0.70
O: 2.38 -2.35 1.41
Cl: 3.41 0.56 2.18
H: -1.71 -0.86 0.40
H: -0.78 -1.91 1.66
H: -2.21 -2.75 0.59
H: 1.05 -1.28 -1.78
H: -0.63 -0.45 -1.52
H: 0.34 0.18 1.15
H: 2.08 1.75 -0.42
H: 0.48 3.52 -0.12
H: -0.24 2.28 1.11
H: -0.91 2.40 -2.08
H: -1.79 1.27 -0.72
H: 1.98 -2.98 0.73
Br: -3.45 -2.98 -0.59

Results of the Mulliken charge analysis, in e, for atoms 1 through 2: C -0.397; O -0.300

***

(3)
Density functional theory data (ωB97M-V/def2-TZVPD) for C5H11NO2P2S in the gas phase at a distorted geometry.

Calculated values
Net charge: 0
Frontier orbital gap: 8.6 eV
SMILES: C=C/C(=C/C)S(=O)(=O)N(P)P

CARTESIAN COORDINATES (ANGSTROEM)
C: -2.74 0.71 -1.63
C: -1.47 1.03 -1.33
C: -0.69 0.11 -0.47
C: -1.12 -0.61 0.58
C: -0.39 -1.70 1.14
S: 0.96 -0.19 -1.24
O: 1.20 0.88 -2.12
O: 1.03 -1.55 -1.65
N: 2.35 0.16 0.27
P: 2.33 1.76 0.82
P: 3.62 -0.90 0.64
H: -3.47 1.28 -2.21
H: -3.33 -0.04 -1.14
H: -1.20 2.07 -1.48
H: -2.00 -0.17 1.16
H: 0.59 -1.85 0.80
H: -0.57 -1.84 2.26
H: -0.93 -2.60 0.70
H: 0.96 1.95 0.55
H: 2.57 2.41 -0.35
H: 3.00 -2.08 0.37
H: 4.23 -0.79 -0.65

Results of the Mulliken charge analysis, in e, for atoms 1 through 2: C -0.898; C -0.149

***

(4)
Density functional theory data (ωB97M-V/def2-TZVPD) for a molecular structure, C47H54BrN3O2SbScSi2.

Calculated values
Net charge: +2
Frontier orbital gap: 7.4 eV

CARTESIAN COORDINATES (ANGSTROEM)
Sc: -0.01 1.18 -0.94
C: 2.37 2.90 2.11
Si: 2.96 1.71 0.77
C: 2.60 -0.04 1.37
C: 4.81 1.91 0.59
C: 1.98 2.01 -0.82
C: 1.38 3.36 -1.01
C: 1.99 4.62 -0.88
C: 1.25 5.75 -1.14
C: -0.10 5.65 -1.51
C: -0.65 4.40 -1.61
N: 0.07 3.30 -1.37
Si: 2.83 1.52 -2.44
C: 1.56 1.82 -3.82
C: 4.33 2.55 -2.85
C: 3.29 -0.30 -2.31
H: 3.13 2.96 2.89
H: 1.47 2.53 2.63
H: 2.17 3.92 1.77
H: 2.86 -0.14 2.42
H: 3.16 -0.79 0.81
H: 1.54 -0.32 1.29
H: 5.27 1.70 1.56
H: 5.12 2.91 0.30
H: 5.24 1.20 -0.12
H: 3.03 4.67 -0.60
H: 1.71 6.72 -1.06
H: -0.69 6.53 -1.71
H: -1.69 4.25 -1.88
H: 1.60 2.87 -4.12
H: 0.50 1.63 -3.59
H: 1.79 1.21 -4.70
H: 4.10 3.61 -2.90
H: 4.69 2.26 -3.84
H: 5.16 2.41 -2.15
H: 2.53 -0.90 -1.80
H: 4.21 -0.41 -1.73
H: 3.46 -0.76 -3.28
C: -3.07 1.64 -2.23
O: -2.29 1.51 -1.03
C: -2.96 1.52 0.18
C: -4.33 1.43 0.33
C: -4.86 1.39 1.61
Br: -6.72 1.25 1.82
C: -4.05 1.42 2.73
C: -2.67 1.52 2.58
C: -2.14 1.57 1.30
O: -0.76 1.60 1.06
C: -1.75 1.49 3.73
N: -1.69 0.54 4.61
C: -0.60 0.87 5.42
C: -0.10 0.21 6.54
C: 0.98 0.77 7.18
C: 1.56 1.96 6.73
C: 1.08 2.63 5.61
C: -0.01 2.05 4.97
N: -0.73 2.43 3.84
H: -3.75 0.80 -2.33
H: -2.37 1.65 -3.06
H: -3.62 2.59 -2.21
H: -4.99 1.39 -0.53
H: -4.46 1.37 3.73
H: -0.28 1.78 1.89
H: -0.56 -0.71 6.89
H: 1.39 0.29 8.06
H: 2.40 2.37 7.26
H: 1.53 3.56 5.27
H: -0.82 3.38 3.53
C: -2.70 -4.05 0.70
C: -3.35 -3.37 -0.47
C: -4.67 -3.71 -0.79
C: -5.33 -3.15 -1.87
C: -4.69 -2.23 -2.68
C: -3.38 -1.88 -2.37
C: -2.72 -2.42 -1.27
Sb: -0.72 -1.74 -1.19
C: -0.01 -2.52 -3.02
C: 0.46 -1.60 -3.95
C: 0.88 -1.99 -5.21
C: 0.83 -3.34 -5.54
C: 0.34 -4.26 -4.63
C: -0.10 -3.87 -3.37
C: -0.72 -4.90 -2.47
C: 0.46 -2.73 0.27
C: 1.53 -3.49 -0.17
C: 2.37 -4.11 0.74
C: 2.13 -3.96 2.10
C: 1.07 -3.20 2.54
C: 0.22 -2.55 1.64
C: -0.84 -1.64 2.18
H: -3.22 -4.98 0.93
H: -2.73 -3.43 1.60
H: -1.65 -4.30 0.50
H: -5.17 -4.45 -0.18
H: -6.35 -3.45 -2.08
H: -5.18 -1.82 -3.54
H: -2.86 -1.20 -3.05
H: 0.51 -0.54 -3.71
H: 1.24 -1.26 -5.93
H: 1.15 -3.67 -6.52
H: 0.29 -5.30 -4.90
H: -0.44 -5.91 -2.78
H: -1.81 -4.84 -2.53
H: -0.44 -4.78 -1.43
H: 1.71 -3.62 -1.23
H: 3.20 -4.71 0.40
H: 2.77 -4.45 2.82
H: 0.89 -3.08 3.60
H: -1.28 -2.03 3.10
H: -1.67 -1.48 1.48
H: -0.42 -0.67 2.44

Results of the Mulliken charge analysis, in e, for atoms 1 through 2: Sc -2.223; C -0.988